21
Properties=species:S:1:pos:R:3:forces:R:3:nbo_charge:R:1 method="wB97M-V/def2-TZVPD" lumo_energy_ha=-0.004 energy_ev=-16634.28548 relative_energy_kcal_mol=181.5 gap_ev=9.5 charge=0 homo_ev=-9.61
C 1.826129 1.241927 1.287556 -1.678 -1.371 0.294 -0.13
C 2.736021 0.987595 0.400409 -0.077 -0.167 -0.285 -0.09
C -2.186041 0.666889 -2.237673 -1.583 1.297 0.028 0.97
C 1.119406 -0.944614 1.373549 3.981 1.849 0.406 -0.39
C -0.648639 0.774063 1.092005 -1.001 1.240 -0.078 -0.42
C -0.741577 -0.831849 -0.954870 0.003 -0.858 0.282 -0.06
C -0.102710 1.549995 -1.315098 0.826 1.256 -0.296 -0.07
C 0.687692 0.438747 1.729613 1.746 1.031 -0.044 0.02
C 1.292591 0.057777 0.280559 0.299 0.929 -0.014 0.10
C -0.082925 0.409648 -0.262108 -1.030 -0.074 -3.289 -0.14
O -3.201498 0.808162 -2.871822 1.267 -0.001 0.247 -0.57
O -1.954429 -0.511020 -1.651543 0.317 -0.022 0.624 -0.50
O -1.398782 1.757823 -1.948595 0.395 -1.793 0.170 -0.50
H 2.146698 -1.195542 1.631865 -0.466 -0.283 0.768 0.26
H 0.474835 -1.706361 1.247511 -2.277 -2.401 -0.091 0.22
H -1.391693 0.063793 1.429942 -0.511 0.333 0.176 0.23
H -0.976130 1.857543 1.107646 0.300 -1.448 0.493 0.25
H -0.169942 -1.365990 -1.730673 0.733 0.658 0.433 0.21
H -0.989156 -1.671930 -0.222904 -0.062 1.378 -0.750 0.20
H 0.096412 2.548000 -0.868654 -0.178 -0.754 0.201 0.22
H 0.716537 1.525602 -2.100145 -1.003 -0.798 0.727 0.21

=====

21
Properties=species:S:1:pos:R:3:forces:R:3:nbo_charge:R:1 method="wB97M-V/def2-TZVPD" lumo_energy_ha=0.003 energy_ev=-16640.73100 relative_energy_kcal_mol=32.8 smiles="COc1cc2ccccc2oc1=O" gap_ev=9.0 charge=0 homo_ev=-8.88
C -3.768160 -0.341929 0.594124 2.077 1.754 1.022 -0.27
C -1.580830 -0.282991 -0.310251 -0.548 -1.551 -0.792 0.19
C -0.569538 -1.168828 -0.439616 1.172 2.977 0.731 -0.17
C 0.771112 -0.509093 -0.286131 -0.006 -2.563 -0.751 -0.12
C 1.959922 -1.256242 -0.219915 -1.488 -2.200 -1.063 -0.18
C 3.137961 -0.644588 -0.061934 4.014 -1.746 1.156 -0.24
C 3.344386 0.715568 0.041526 0.794 0.995 1.071 -0.19
C 2.181235 1.471351 0.085080 0.906 0.733 -0.550 -0.24
C 0.953665 0.837315 -0.193551 -0.417 1.918 0.908 0.29
C -1.383720 1.172582 -0.328027 1.249 -0.102 0.074 0.71
H -3.358420 -0.799635 1.542773 -0.608 0.462 -0.836 0.17
H -3.712963 0.791386 0.642257 -0.621 -1.396 0.426 0.21
H -4.759590 -0.687997 0.402202 -0.405 -0.314 -0.442 0.20
H -0.671774 -2.229183 -0.576415 -0.100 -0.143 0.014 0.24
H 2.002313 -2.376347 -0.441701 -0.509 1.621 0.759 0.22
H 4.003336 -1.339909 0.210112 -0.950 1.080 -1.018 0.21
H 4.422981 1.125962 0.232090 -2.431 -0.644 -0.377 0.23
H 2.285440 2.554408 0.307265 -0.669 -0.834 -0.440 0.24
O -2.870780 -0.673881 -0.483211 -0.384 -0.713 0.043 -0.51
O -0.137448 1.682048 -0.255969 1.022 -0.518 0.255 -0.45
O -2.249124 1.960010 -0.460702 -2.100 1.183 -0.190 -0.55

=====

24
Properties=species:S:1:pos:R:3:forces:R:3:nbo_charge:R:1 method="wB97M-V/def2-TZVPD" lumo_energy_ha=-0.046 energy_ev=-154541.19919 relative_energy_kcal_mol=0.6 gap_ev=7.0 charge=0 homo_ev=-8.28
Be 0.534892 -0.522659 0.225061 -0.651 0.547 -2.624 1.57
C 0.423292 0.400470 -1.437423 0.472 -0.984 1.395 -1.36
H 1.408566 0.806040 -1.730969 -0.357 -0.153 -0.005 0.21
H 0.036256 -0.225508 -2.269455 0.300 0.345 0.569 0.22
H -0.250388 1.254444 -1.306416 0.002 -0.019 -0.137 0.19
H -1.785719 0.822257 -3.595226 -0.768 -0.585 0.769 0.00
H -2.246163 0.445264 -3.093734 0.668 0.600 -0.828 -0.01
Br 0.938610 -4.902539 1.891419 0.198 -0.007 0.138 0.12
C 0.668866 -3.251505 2.725859 -0.796 1.837 -0.917 -0.20
C 0.602626 -3.089510 4.108999 -0.309 0.824 0.808 -0.21
C 0.329803 -1.866729 4.734042 -0.025 -0.391 -0.941 -0.12
Br 0.528349 -1.782948 6.601605 -0.172 0.165 0.215 0.08
C -0.019341 -0.699118 3.966687 0.492 -0.629 -0.328 -0.11
C -0.277802 0.627623 4.389941 -0.275 -0.225 -0.233 -0.08
C -0.586918 1.611895 3.459285 0.293 -0.218 0.280 -0.27
C -0.471453 1.350828 2.086811 0.367 -1.352 -0.522 0.10
N -0.083003 0.136902 1.652821 -0.587 0.666 1.388 -0.65
C 0.039501 -0.882754 2.565367 0.694 -0.046 -0.121 0.09
C 0.468727 -2.102386 1.934899 0.715 -0.717 0.100 0.40
O 0.751990 -2.013975 0.647849 -0.437 0.444 0.390 -0.92
H 0.793971 -3.961149 4.711577 0.079 -0.036 0.274 0.24
H -0.241081 0.827207 5.454341 -0.133 0.186 -0.058 0.24
H -0.834993 2.620142 3.767659 -0.005 -0.132 0.079 0.24
H -0.678788 2.089109 1.310301 0.233 -0.121 0.309 0.23

=====

22
Properties=species:S:1:pos:R:3:forces:R:3:nbo_charge:R:1 method="wB97M-V/def2-TZVPD" lumo_energy_ha="-0.038 / 0.005" energy_ev=-152086.10508 relative_energy_kcal_mol=114.7 gap_ev="4.9 / 8.8" charge=0 homo_ev="-5.93 / -8.65"
C 1.716129 0.291818 3.439468 -0.124 -0.331 -1.577 -0.25
C 1.237966 -0.939005 2.950265 0.676 0.626 -0.316 -0.19
C 1.778763 1.372452 2.554144 0.183 0.777 1.568 -0.20
C 0.918021 -1.138349 1.597458 0.362 0.274 1.210 -0.22
C 1.343921 1.296377 1.289791 0.517 0.194 -2.344 -0.21
C 1.015535 -0.021613 0.759043 -0.633 1.855 -1.047 -0.20
C 0.602135 -0.167526 -0.552930 -0.829 0.206 -1.043 0.43
C -1.982702 -0.499125 -2.289127 0.923 -4.064 1.428 -0.59
C -0.510154 -0.716464 -2.677185 -0.296 0.827 -3.548 -0.22
C -2.415366 0.863851 -2.266822 -1.825 1.297 0.495 -0.12
N 0.466569 -0.301417 -1.753094 1.702 0.169 1.452 -0.41
Br -3.784191 1.114104 -0.949148 0.337 0.423 -0.261 0.08
Br -2.791165 1.729812 -3.925955 0.384 -0.238 0.475 0.09
H 2.199302 0.424000 4.379200 -0.188 -0.328 0.792 0.21
H 1.263305 -1.694077 3.691341 -0.311 -1.174 0.194 0.21
H 2.166255 2.331810 2.905855 -0.099 -0.277 -0.014 0.21
H 0.596573 -2.044268 1.085140 0.110 -0.136 0.833 0.22
H 1.507865 2.223709 0.653689 -0.636 -1.592 0.482 0.22
H -2.592628 -1.134384 -2.967048 0.209 0.488 -0.017 0.24
H -2.119471 -1.074400 -1.274074 0.119 1.570 -1.523 0.25
H -0.228583 -1.775944 -2.898732 -0.744 0.704 0.099 0.23
H -0.388078 -0.141359 -3.751277 0.164 -1.269 2.662 0.21

=====

23
Properties=species:S:1:pos:R:3:forces:R:3:nbo_charge:R:1 method="wB97M-V/def2-TZVPD" lumo_energy_ha="-0.045 / -0.059" energy_ev=-222686.61082 relative_energy_kcal_mol=39.9 gap_ev="5.7 / 4.8" charge=0 homo_ev="-6.97 / -6.35"
C -1.252084 -2.275025 0.525559 -0.371 1.382 3.786 -0.17
C -0.885013 -2.300178 -0.758359 -0.612 -2.609 -1.611 -0.17
C -1.096967 -1.101222 1.401661 0.056 -2.129 -5.414 -0.19
C -0.418357 -1.189645 -1.348665 1.507 0.801 -2.388 -0.22
C -0.723357 0.019446 0.752838 1.301 -0.560 -0.019 0.06
C -0.314665 -0.059121 -0.598135 -0.715 3.006 -0.425 -0.15
C -0.561825 1.380012 1.346554 -1.971 -0.964 -1.500 -0.42
C -0.161553 2.194626 0.117508 0.086 1.516 1.885 -0.54
C -0.092903 1.338629 -1.018864 0.787 -2.426 -0.319 0.64
C 2.384312 0.012050 0.219197 -0.883 -0.321 -0.237 -0.64
O 0.019242 1.789134 -2.254567 -0.113 -2.040 0.930 -0.57
Br 2.500048 -1.681197 1.273984 -0.049 0.519 -0.425 -0.03
Br 3.055905 -0.305058 -1.601319 0.232 0.004 0.189 -0.04
Br 3.326127 1.382287 1.146341 0.525 0.441 0.112 0.02
H -1.673780 -3.151294 0.935709 -0.280 -0.883 0.608 0.21
H -0.991781 -3.219356 -1.393744 0.063 0.865 0.968 0.22
H -1.263947 -1.047292 2.385042 -0.933 -0.435 3.619 0.21
H -0.023701 -1.307641 -2.370034 -0.278 0.570 0.371 0.22
H -1.686177 1.614264 1.453707 1.880 0.245 1.319 0.23
H 0.150334 1.397822 2.172675 -0.574 0.262 0.145 0.27
H -1.025067 2.827806 0.044349 0.039 1.274 -0.844 0.25
H 0.755776 2.740197 0.337668 0.060 0.375 -0.486 0.29
H -0.020571 0.940766 -2.769099 0.245 1.107 -0.264 0.51

=====

24
Properties=species:S:1:pos:R:3:forces:R:3:nbo_charge:R:1 method="wB97M-V/def2-TZVPD" lumo_energy_ha="-0.017 / -0.017" energy_ev=-90196.40598 gap_ev="7.6 / 7.6" charge=0 homo_ev="-8.04 / -8.04"
C -2.518119 -1.535082 1.640814 1.883 1.094 0.830 -0.26
C -2.361247 -2.679211 0.833489 -5.121 -1.405 1.294 -0.26
C -0.558961 -1.762087 -0.427860 -0.836 -1.350 -1.668 -0.31
C -0.673754 -0.677642 0.376355 1.410 3.151 0.508 -0.11
C -1.596857 -0.492586 1.407867 -0.405 -0.422 -0.782 0.31
C -1.539891 -2.776831 -0.235245 1.825 0.466 -0.351 -0.09
C 1.423788 0.041035 -2.142309 -1.792 2.211 2.995 -0.35
C 1.665108 0.479004 -0.857135 -1.131 -0.266 -2.827 -0.27
C -0.453563 2.101020 -0.585575 0.039 0.155 2.885 0.53
C 0.775739 1.290460 -0.056522 -0.101 -0.604 1.550 0.25
N 1.343445 1.786076 1.139705 -1.733 0.249 -1.896 -0.79
F -1.687165 0.774302 2.056438 0.179 -2.096 -0.714 -0.37
F -0.178225 3.331665 -1.143651 0.388 -0.802 0.339 -0.34
F -1.125586 1.405129 -1.500448 -0.342 0.029 -0.278 -0.32
Br -1.524286 -4.285990 -1.402273 -0.181 0.216 0.264 0.05
H -3.144112 -1.528161 2.549585 -0.030 0.001 -0.897 0.23
H -3.322243 -3.396487 0.972849 2.816 1.144 -0.401 0.23
H 0.065263 -1.924210 -1.396619 -0.537 0.910 1.969 0.24
H 2.103644 -0.689526 -2.404471 1.145 -1.210 -1.586 0.20
H 0.483481 0.344214 -2.670679 1.344 -0.636 0.286 0.23
H 2.581949 0.142765 -0.419426 0.288 -0.117 0.564 0.21
H -1.061744 2.278432 0.397621 0.526 -0.152 -2.091 0.15
H 2.034477 1.213357 1.603476 -0.298 0.253 0.038 0.41
H 0.751236 2.433642 1.672163 0.665 -0.819 -0.030 0.40